DFT (ωB97M-V/def2-TZVPD) results for a structure of composition C26H24Cl2N6O9RuS in a non-equilibrium geometry.

CARTESIAN COORDINATES (ANGSTROEM)
1 Ru -0.00604 0.03416 0.30747
2 C 4.41272 0.19571 1.21111
3 C 3.19415 0.95049 0.71456
4 C 3.40974 2.45745 0.75943
5 O 2.06269 0.57899 1.52026
6 C 2.86899 0.58158 -0.72683
7 O 3.76585 0.52916 -1.55613
8 O 1.60005 0.42600 -1.00116
9 H 4.66510 0.51681 2.22724
10 H 5.25522 0.38027 0.54679
11 H 4.20300 -0.87534 1.22651
12 H 3.68332 2.78595 1.76766
13 H 2.50391 2.99234 0.46503
14 H 4.21150 2.71811 0.06960
15 H 1.84091 1.27614 2.16101
16 O -2.10994 -4.99303 -2.50471
17 C -3.17796 -4.27646 -2.24278
18 O -4.30090 -4.65277 -2.48896
19 C -2.94091 -2.93007 -1.62426
20 C -3.91555 -1.98995 -1.36631
21 Cl -5.60596 -2.09429 -1.52916
22 N -3.32301 -0.88691 -0.85358
23 N -1.98376 -1.07414 -0.76154
24 C -1.74900 -2.28657 -1.21410
25 C -0.32201 -2.77215 -1.13869
26 O -0.06831 -3.86154 -1.68540
27 O 0.47646 -2.03447 -0.51382
28 C -3.91882 0.35859 -0.45790
29 C -3.60181 0.89575 0.77826
30 C -4.13529 2.12035 1.15019
31 C -5.00099 2.79174 0.29757
32 C -5.32258 2.23735 -0.93347
33 C -4.77593 1.02132 -1.31982
34 H -1.25862 -4.53746 -2.17946
35 H -2.93156 0.36759 1.44332
36 H -3.86383 2.55217 2.10421
37 H -5.41582 3.74892 0.59170
38 H -5.98390 2.76155 -1.61291
39 H -4.99635 0.60749 -2.29489
40 N -4.66672 4.35109 5.64626
41 C -3.55606 4.10955 4.84358
42 C -3.17645 5.02763 3.86285
43 C -2.04331 4.81281 3.09651
44 C -1.28455 3.66810 3.29875
45 C -1.65193 2.74556 4.27252
46 C -2.77991 2.96454 5.04038
47 S 0.12192 3.33406 2.29772
48 O 1.01432 2.54913 3.12429
49 O 0.59365 4.57814 1.76221
50 N -0.38515 2.30042 1.16997
51 C -0.96923 2.75584 0.02159
52 N -1.49378 3.97856 -0.16155
53 C -1.97605 4.23278 -1.37040
54 C -1.97790 3.31742 -2.41424
55 C -1.47864 2.06743 -2.11379
56 N -0.99110 1.78486 -0.91790
57 H -5.34019 5.00969 5.29822
58 H -5.07146 3.55640 6.10840
59 H -3.77884 5.91659 3.70624
60 H -1.74289 5.50745 2.32348
61 H -1.04332 1.86190 4.42506
62 H -3.06955 2.24594 5.79944
63 H -2.39869 5.22474 -1.50966
64 H -2.36333 3.55578 -3.39479
65 H -1.47252 1.25924 -2.83856
66 Cl 0.86951 -1.89856 2.69050
67 C -0.57997 -0.93173 2.24741
68 H -0.74624 -0.19167 3.02635
69 H -1.42009 -1.61471 2.15122

The expectation value of S² is 8.756. Its multiplicity is 6. The value obtained for the relative energy (zero: lowest compared OMol25 entry of this formula, charge and spin) is 2.98 kcal/mol. Its net charge is -1. The HOMO energy (alpha / beta) comes out at -4.8 / -6.2 eV. As for the HOMO-LUMO gap (alpha / beta): 6.78 / 7.64 eV.